DFT (ωB97M-V/def2-TZVPD) results for a structure of composition C6F18MgNO16S6 in a non-equilibrium geometry.

```
48
Properties=species:S:1:pos:R:3:forces:R:3
Mg 8.627 0.009 -4.790 -0.21 0.29 2.22
C 10.524 -4.275 -5.390 -1.03 1.69 -1.08
F 10.159 -5.580 -5.495 0.82 0.77 0.60
F 11.582 -4.062 -4.579 -1.08 -0.88 0.17
F 11.006 -3.906 -6.619 -0.65 -0.39 0.51
S 8.810 -3.225 -4.969 -4.65 -1.47 0.79
O 7.846 -3.491 -6.091 2.93 -0.20 1.38
O 8.275 -3.685 -3.671 2.36 -0.42 -2.41
O 9.132 -1.810 -4.921 2.10 -1.09 -0.64
C 4.378 -1.233 -5.250 0.17 1.40 1.54
F 3.191 -1.815 -4.937 0.82 -0.40 0.15
F 4.955 -1.914 -6.224 -0.54 0.38 -0.20
F 3.997 0.030 -5.607 0.63 -0.70 -0.65
S 5.653 -1.044 -3.794 0.51 -1.32 4.63
O 5.091 -0.191 -2.713 0.14 0.26 -3.00
O 5.825 -2.363 -3.197 -0.93 0.34 -2.36
O 6.890 -0.541 -4.438 -3.56 -0.29 -0.36
C 8.715 0.298 -0.142 -0.43 -1.49 -1.98
F 7.779 1.208 -0.490 0.67 -0.61 0.77
F 9.826 0.926 0.232 0.01 0.26 0.28
F 8.275 -0.454 0.908 0.20 0.87 -0.58
S 9.033 -0.909 -1.698 -2.15 -4.41 -0.61
O 8.997 -0.041 -2.866 0.97 1.23 1.27
O 10.288 -1.634 -1.518 0.01 1.66 0.79
O 7.901 -1.876 -1.749 1.81 2.85 1.59
C 6.315 3.668 -3.712 1.97 -0.14 -0.88
F 6.625 3.651 -2.400 -0.96 -0.38 -0.47
F 5.300 2.840 -4.052 1.04 1.16 0.91
F 5.994 4.960 -4.014 -0.44 -0.84 0.24
S 7.930 3.301 -4.743 0.01 0.12 -2.81
O 8.352 1.903 -4.486 -1.22 2.48 0.33
O 7.361 3.500 -6.114 0.94 -0.31 2.62
O 8.965 4.269 -4.356 -1.67 -0.86 0.18
C 12.005 -0.554 -6.589 -2.07 0.37 1.08
F 13.264 -0.208 -6.488 1.25 0.70 -0.86
F 11.780 -1.337 -7.620 0.38 0.13 -0.49
F 11.752 -1.227 -5.482 -0.43 -0.45 0.43
S 10.894 1.044 -6.512 1.88 -0.02 4.09
O 11.128 1.493 -5.128 -0.97 -1.37 -1.99
O 11.460 1.925 -7.486 -0.77 -0.50 -0.86
N 9.280 0.404 -6.550 3.55 1.71 -1.14
S 8.878 0.591 -8.030 -0.84 1.07 -5.32
O 8.984 1.958 -8.531 -0.79 -1.28 0.80
O 9.529 -0.382 -8.899 -0.78 0.23 0.63
C 7.029 0.173 -8.116 -0.21 -0.19 2.19
F 6.491 0.421 -9.309 0.33 0.61 0.34
F 6.882 -1.145 -7.914 0.00 0.78 0.24
F 6.366 0.891 -7.114 0.92 -1.36 -2.06
```
Forces are in eV/Å.

The calculation puts the HOMO energy at -1.438 eV. The energy above the lowest of the compared OMol25 structures with the same formula, charge and spin comes out at 3.249 eV. Its total energy is -5874.19745 hartree. The calculation puts the largest force on an atom at 5.5 eV/Å. The value obtained for the gap between HOMO and LUMO is 0.28995 Eh. As for the net charge: -3.

***

DFT (ωB97M-V/def2-TZVPD) results for a structure of composition C7H3NO8S2W in a non-equilibrium geometry.

```
22
Properties=species:S:1:pos:R:3:forces:R:3
W 0.599 1.578 1.092 -0.93 2.24 2.26
O -0.516 -3.179 -2.542 0.02 -0.06 -0.03
C -0.186 -2.079 -1.860 0.04 0.56 0.23
C -0.725 -0.813 -2.151 0.21 0.06 0.15
C -0.368 0.260 -1.363 0.71 -0.55 1.00
N 0.457 0.107 -0.292 -0.88 -3.08 -2.29
C 1.044 -1.102 -0.052 -0.68 0.84 -0.52
C 0.750 -2.208 -0.816 -0.07 0.11 -0.09
C 1.992 -0.963 1.116 0.23 -1.12 0.19
O 2.638 -1.849 1.608 -0.54 0.90 -0.57
O 1.976 0.316 1.517 0.59 0.23 0.36
C -0.775 1.712 -1.472 -0.59 -0.14 -0.68
O -1.529 2.153 -2.297 0.68 -0.31 0.63
O -0.146 2.399 -0.519 0.26 0.45 0.20
H -1.181 -2.999 -3.221 0.12 0.05 0.12
H -1.419 -0.660 -2.962 -0.06 0.03 -0.14
H 1.207 -3.166 -0.616 0.07 -0.02 0.07
O -1.545 1.998 1.722 0.72 -0.45 -0.50
S -0.934 2.041 3.094 0.04 0.86 0.73
O -1.801 2.295 4.185 -0.20 -0.12 0.08
O -0.135 0.775 3.126 0.31 -0.10 -0.92
S 0.597 3.385 2.705 -0.04 -0.39 -0.28
```
Forces are in eV/Å.

The calculation puts the HOMO energy (spin up / spin down) at -9.009 / -8.881 eV. Its total energy is -1788.76059 hartree. The calculation puts the largest force on an atom at 3.9 eV/Å. The value obtained for the gap between HOMO and LUMO (spin up / spin down) is 0.25241 / 0.25092 Eh.

***

DFT (ωB97M-V/def2-TZVPD) results for the molecule CH2N2O2 in a non-equilibrium geometry.

```
7
Properties=species:S:1:pos:R:3:forces:R:3
C -1.163 0.650 0.885 -0.39 -1.05 2.27
N -0.276 1.377 0.291 1.78 1.20 -0.29
N -0.833 0.307 -0.454 -2.72 2.39 -1.90
O 0.431 -1.604 0.075 -2.92 0.78 1.49
O -0.139 -0.591 -0.961 2.11 -3.33 -0.77
H 0.698 1.653 0.385 -0.40 0.24 0.51
H 1.282 -1.793 -0.221 2.54 -0.22 -1.30
```
Forces are in eV/Å.

The calculation puts the HOMO energy at -9.874 eV. The energy above the lowest of the compared OMol25 structures with the same formula, charge and spin comes out at 10.159 eV. Its total energy is -298.96350 hartree. The calculation puts the largest force on an atom at 4.1 eV/Å. The value obtained for the gap between HOMO and LUMO is 0.36984 Eh.

***

DFT (ωB97M-V/def2-TZVPD) results for a cluster of 2 separate species, C26H17N6O6P in total in a non-equilibrium geometry.

```
56
Properties=species:S:1:pos:R:3:forces:R:3
C -4.044 -4.065 -1.035 0.28 0.29 0.09
C -3.067 -4.105 -0.026 -0.14 0.10 -0.31
C -2.258 -2.990 0.209 -0.03 0.14 -0.27
C -2.425 -1.824 -0.564 -0.47 -0.80 0.01
P -1.413 -0.368 -0.241 0.76 0.65 0.37
C -0.072 -0.367 -1.449 0.24 -0.26 -0.64
C 0.781 0.744 -1.435 0.23 -0.06 -0.04
C 1.957 0.762 -2.191 -0.63 -0.13 0.04
C 2.206 -0.297 -3.066 0.02 -0.18 0.02
C 1.303 -1.363 -3.170 -0.12 0.10 0.14
C 0.169 -1.418 -2.345 0.21 0.39 -0.06
C -2.514 0.992 -0.683 0.10 0.80 0.08
C -3.465 1.422 0.257 -0.23 0.12 -0.40
C -4.434 2.362 -0.114 0.39 0.03 -0.39
C -4.421 2.897 -1.414 0.28 -0.19 0.22
C -3.413 2.540 -2.320 0.02 0.02 0.29
C -2.436 1.610 -1.945 -0.40 -0.08 0.22
C -0.720 -0.079 1.335 -1.18 0.28 -0.85
C 0.051 -1.061 1.960 0.63 -1.48 1.84
N 0.645 -1.832 2.626 -0.74 1.31 -1.49
C -3.402 -1.798 -1.578 0.07 -0.17 0.03
C -4.208 -2.913 -1.818 0.27 -0.14 0.23
H -4.670 -4.937 -1.220 0.16 0.20 0.07
H -2.928 -5.021 0.557 -0.05 0.42 -0.19
H -1.475 -3.019 0.970 -0.30 -0.02 -0.12
H 0.536 1.585 -0.789 0.13 -0.27 -0.12
H 2.653 1.598 -2.081 -0.26 -0.29 -0.19
H 3.124 -0.287 -3.659 -0.36 -0.10 0.13
H 1.483 -2.168 -3.889 0.00 0.28 0.31
H -0.546 -2.240 -2.410 0.36 0.12 0.02
H -3.433 1.026 1.273 -0.19 0.01 -0.31
H -5.183 2.702 0.603 0.24 -0.16 -0.19
H -5.170 3.634 -1.704 0.16 -0.23 0.08
H -3.370 3.004 -3.312 -0.03 -0.20 0.45
H -1.617 1.375 -2.627 -0.34 -0.07 0.16
H -1.325 0.587 1.969 0.44 -0.40 -0.22
H -3.528 -0.907 -2.198 0.01 -0.23 0.23
H -4.946 -2.891 -2.626 0.27 0.00 0.38
O 5.706 2.247 5.132 -0.15 -0.46 -0.92
N 5.389 1.444 4.286 -1.73 -1.36 -1.48
C 4.354 1.299 3.352 1.50 1.01 2.04
C 4.455 0.023 2.784 1.99 -1.75 0.06
N 5.524 -0.660 3.284 -1.91 1.90 -0.69
O 6.091 0.202 4.184 -0.10 0.44 0.44
C 3.562 -0.366 1.695 -1.26 1.07 -0.75
N 3.843 -1.524 0.824 -0.46 -2.10 -1.71
O 4.698 -2.375 1.103 -1.14 2.04 0.44
O 3.169 -1.612 -0.231 0.89 0.71 2.00
C 2.520 0.494 1.323 1.65 -1.98 -0.27
C 2.500 1.763 1.898 -0.70 3.23 0.24
N 1.861 2.908 1.408 0.51 -1.42 0.34
O 1.070 3.116 0.494 0.81 -0.01 1.22
O 2.342 3.995 2.150 -0.15 -0.56 -0.29
N 3.320 3.609 3.032 -0.18 -3.14 -0.23
C 3.386 2.242 2.893 0.10 2.93 -0.20
H 1.787 0.305 0.542 0.53 -0.38 0.14
```
Forces are in eV/Å.

The calculation puts the HOMO energy at -8.075 eV. Its total energy is -2121.85372 hartree. The calculation puts the largest force on an atom at 3.3 eV/Å. The value obtained for the gap between HOMO and LUMO is 0.22925 Eh.

***

DFT (ωB97M-V/def2-TZVPD) results for a cluster of 3 separate species, C3H9NO3 in total in a non-equilibrium geometry.

```
16
Properties=species:S:1:pos:R:3:forces:R:3
C 1.577 1.080 -0.342 -0.38 0.04 -0.29
C 0.475 0.421 0.422 1.87 -2.42 1.41
C -0.051 0.864 1.560 0.29 -0.80 -0.18
O 0.502 -1.078 0.181 0.38 2.91 -0.21
H 0.547 -1.179 -0.786 0.00 0.08 0.23
H 1.711 2.110 -0.024 -0.07 0.06 0.07
H 2.517 0.547 -0.217 0.00 -0.10 0.10
H 1.325 1.081 -1.400 0.07 0.05 -0.15
H 0.392 1.701 2.070 -0.34 0.69 -0.45
H -0.717 0.261 2.151 -0.13 -0.26 -0.03
N -1.359 -1.878 0.514 -2.06 -0.04 -0.87
O -1.006 0.309 -1.503 -0.64 -0.74 -0.53
O -1.842 -2.047 -0.614 0.79 -0.49 1.61
H -1.557 -0.497 -1.286 0.23 1.17 -0.26
H -1.592 1.063 -1.603 -0.14 -0.13 0.03
H -0.924 -2.759 0.877 0.14 -0.04 -0.49
```
Forces are in eV/Å.

The calculation puts the HOMO energy at -9.027 eV. The energy above the lowest of the compared OMol25 structures with the same formula, charge and spin comes out at 5.673 eV. Its total energy is -400.01302 hartree. The calculation puts the largest force on an atom at 3.4 eV/Å. Its structure (SMILES) is C=C(C)O.N=O.O. The value obtained for the gap between HOMO and LUMO is 0.34057 Eh.

***

DFT (ωB97M-V/def2-TZVPD) results for a structure of composition C32H50ClCoO2P in a non-equilibrium geometry.

```
87
Properties=species:S:1:pos:R:3:forces:R:3
Co 0.958 0.315 0.491 -0.40 -0.65 -0.30
Cl 2.341 -1.560 0.907 0.44 -0.70 0.01
P 0.738 0.825 -2.060 -0.36 -0.39 -0.10
C -3.618 -0.805 -1.484 0.48 2.07 -0.52
H -3.893 -0.210 -2.367 0.01 -0.03 0.64
H -2.958 -0.359 -0.727 -0.15 -0.16 -0.60
C 2.438 1.158 -2.743 -0.22 0.21 0.03
C -0.293 2.391 -2.260 0.47 -0.18 0.33
C 2.619 1.073 -4.265 0.11 0.05 -0.16
H 2.615 2.200 -2.418 0.06 -0.22 -0.06
C 4.043 1.487 -4.680 -0.05 0.06 0.13
H 2.445 0.037 -4.598 0.06 0.25 0.14
H 1.888 1.704 -4.793 0.15 -0.14 0.14
C 5.141 0.729 -3.919 -0.13 -0.13 -0.03
H 4.165 1.322 -5.758 -0.01 0.07 0.11
H 4.163 2.567 -4.510 -0.04 -0.12 0.03
C 4.898 0.671 -2.407 -0.13 0.11 -0.04
H 5.213 -0.294 -4.312 -0.08 0.09 0.06
H 6.111 1.202 -4.113 -0.06 -0.07 -0.03
C 3.467 0.257 -2.049 0.19 -0.02 -0.04
H 5.605 -0.026 -1.942 -0.06 0.12 -0.03
H 5.089 1.662 -1.974 -0.01 -0.09 -0.02
H 3.297 -0.787 -2.353 0.04 0.14 0.11
H 3.343 0.286 -0.958 0.05 0.02 -0.23
C -0.094 -0.506 -3.078 0.15 0.65 0.10
C -1.797 2.111 -2.326 -0.11 0.03 0.01
H -0.101 2.880 -1.288 -0.07 -0.20 -0.35
C -2.568 3.395 -1.999 0.10 -0.01 0.15
H -2.075 1.769 -3.333 -0.01 0.05 0.24
H -2.087 1.316 -1.628 0.13 0.21 -0.10
C -2.175 4.545 -2.935 -0.08 -0.14 -0.01
H -3.647 3.201 -2.060 0.11 0.09 0.03
H -2.334 3.677 -0.961 -0.08 -0.02 -0.21
C -0.658 4.737 -3.002 0.11 -0.01 0.15
H -2.565 4.343 -3.941 0.04 -0.03 0.03
H -2.654 5.469 -2.592 0.07 -0.06 -0.08
C 0.092 3.432 -3.317 -0.05 -0.10 -0.05
H -0.405 5.502 -3.742 -0.03 0.00 0.02
H -0.313 5.100 -2.024 0.00 -0.06 -0.14
H -0.176 3.073 -4.323 0.06 0.07 0.10
H 1.175 3.617 -3.311 -0.22 -0.01 -0.02
C 0.707 -1.813 -3.095 -0.03 -0.10 -0.03
H -1.028 -0.670 -2.503 0.28 -0.06 -0.14
C -0.167 -2.950 -3.638 -0.02 -0.02 0.04
H 1.597 -1.693 -3.734 -0.23 -0.03 0.12
H 1.088 -2.069 -2.097 -0.06 0.00 -0.21
C -0.791 -2.621 -5.001 0.08 0.05 0.00
H 0.436 -3.862 -3.715 -0.12 0.06 0.03
H -0.973 -3.157 -2.917 0.14 0.06 -0.07
C -1.450 -1.238 -5.030 -0.02 0.05 -0.07
H -0.015 -2.663 -5.777 -0.03 0.05 0.11
H -1.531 -3.387 -5.262 0.08 0.04 0.01
C -0.504 -0.149 -4.515 0.02 -0.08 -0.02
H -1.768 -0.990 -6.048 -0.04 -0.10 0.03
H -2.355 -1.252 -4.404 0.13 0.03 -0.06
H 0.393 -0.107 -5.152 -0.26 -0.02 0.13
H -0.985 0.837 -4.574 0.18 -0.32 -0.01
C 0.541 -1.684 0.729 -2.24 1.00 -0.35
C -4.048 -2.019 -1.346 -0.26 -2.44 1.11
H 0.296 -1.859 -0.330 0.47 -0.30 0.17
C -3.522 -2.984 -0.268 0.09 -0.51 0.38
H -4.811 -2.456 -2.014 0.61 0.23 0.13
C -2.696 -2.441 0.986 -1.09 0.03 -0.18
H -4.392 -3.569 0.127 0.62 0.42 -0.26
H -2.907 -3.749 -0.789 -0.21 0.40 0.11
C -1.550 -3.345 1.540 -0.57 0.26 0.17
H -2.333 -1.398 0.826 -0.21 -0.78 0.14
H -3.474 -2.432 1.790 0.68 0.54 -0.54
C -0.069 -2.873 1.522 1.15 -0.01 -0.01
H -1.797 -3.514 2.613 0.20 0.03 -0.68
H -1.582 -4.354 1.080 -0.15 0.57 0.07
H 0.301 -2.896 2.553 0.00 0.34 -0.19
H 0.454 -3.667 1.022 0.37 -0.85 0.17
O -0.215 4.048 0.790 0.72 -0.68 0.15
C 0.321 3.017 1.195 -0.25 -0.13 -0.54
O 1.070 2.205 0.481 -0.49 1.41 0.57
C 0.124 2.560 2.612 0.13 -0.06 0.30
C 0.678 3.338 3.628 -0.17 -0.34 0.41
C 0.607 2.899 4.953 -0.13 -0.15 -0.10
C -0.045 1.699 5.265 -0.16 0.01 -0.40
C -0.624 0.933 4.240 0.19 0.21 0.04
C -0.518 1.352 2.907 -0.06 0.11 0.33
H 1.173 4.271 3.371 -0.09 -0.16 0.07
H 1.060 3.495 5.749 -0.13 -0.18 -0.23
H -0.116 1.362 6.302 0.06 0.12 -0.36
H -1.149 0.004 4.479 0.23 0.33 -0.10
H -0.968 0.752 2.101 0.17 0.22 0.39
```
Forces are in eV/Å.

The calculation puts the HOMO energy (spin up / spin down) at 0.702 / -5.918 eV. Its total energy is -3584.05043 hartree. The calculation puts the largest force on an atom at 2.7 eV/Å. The value obtained for the gap between HOMO and LUMO (spin up / spin down) is 0.06694 / 0.30728 Eh. The spin multiplicity is 5. As for the net charge: -1.